# 1
{
  "formula": "C26H24N7O3S3W",
  "method": "wB97M-V/def2-TZVPD",
  "largest_force_ha_per_bohr": 0.007,
  "spin_multiplicity": 3,
  "homo_lumo_gap_ev": [6.9, 7.4],
  "e_above_lowest_kcal_mol": 0.0,
  "e_tot_ha": -2875.607366,
  "total_charge": 1,
  "e_homo_ev": [-10.959, -11.456],
  "species": ["W", "S", "C", "C", "N", "C", "S", "C", "N", "O", "N", "N", "O", "C", "C", "C", "C", "C", "C", "H", "H", "H", "H", "H", "C", "C", "C", "N", "C", "S", "N", "C", "O", "C", "C", "C", "C", "C", "C", "H", "H", "H", "H", "H", "H", "H", "H", "H", "H", "H", "H", "H", "H", "C", "C", "C", "N", "C", "C", "H", "H", "H", "H", "H"],
  "positions_angstrom": [[1.397376, 2.132977, 0.333328], [1.420841, 4.088801, -0.985596], [-0.229432, 4.618109, -0.849130], [-0.715563, 5.511240, -1.856128], [-1.111047, 6.220942, -2.668372], [-1.024046, 4.214390, 0.174238], [-0.412645, 3.168191, 1.430193], [-2.379851, 4.649322, 0.301868], [-3.472343, 4.978384, 0.440791], [3.295393, 1.797007, -0.489217], [3.863618, 0.660977, -0.299330], [3.138658, -0.172029, 0.304147], [1.896407, 0.167498, 0.679937], [3.576098, -1.523153, 0.550158], [4.834620, -1.915431, 0.113480], [5.234333, -3.217729, 0.352281], [4.391640, -4.105441, 1.010327], [3.140686, -3.689733, 1.437465], [2.720671, -2.386988, 1.213716], [5.479812, -1.220741, -0.403285], [6.210164, -3.541254, 0.017596], [4.713336, -5.122265, 1.189002], [2.480217, -4.376206, 1.948866], [1.748033, -2.065264, 1.552340], [-5.170252, 0.592328, -2.321881], [-4.699963, -0.517116, -1.387188], [-3.605563, -0.060929, -0.434386], [-2.417210, 0.446057, -1.143478], [-1.146429, 0.209464, -0.914050], [0.001034, 1.325453, -1.589306], [-0.721228, -0.846061, -0.187461], [-1.225979, -2.174419, -0.035607], [-0.864238, -2.791278, 0.931725], [-2.057198, -2.744888, -1.121491], [-1.806254, -2.442312, -2.457196], [-2.540147, -3.069054, -3.451663], [-3.532668, -3.978525, -3.111514], [-3.780538, -4.282054, -1.778152], [-3.032017, -3.679310, -0.781800], [-6.047173, 0.274960, -2.883290], [-4.405434, 0.856863, -3.055755], [-5.442317, 1.493660, -1.768161], [-4.352743, -1.375180, -1.961887], [-5.531990, -0.863405, -0.770790], [-3.303178, -0.853662, 0.242968], [-3.968254, 0.772343, 0.173591], [-2.575221, 1.277822, -1.698425], [0.227779, -0.777745, 0.175839], [-1.021280, -1.745504, -2.726947], [-2.335381, -2.851678, -4.491158], [-4.109473, -4.460543, -3.889590], [-4.548523, -4.997828, -1.518426], [-3.192371, -3.923755, 0.260382], [3.941046, 3.216125, 4.464510], [4.097570, 3.983749, 3.321662], [3.406283, 3.631210, 2.180499], [2.588063, 2.567851, 2.143054], [2.441825, 1.821840, 3.249624], [3.100491, 2.113398, 4.425058], [4.466057, 3.472678, 5.374628], [4.743613, 4.849301, 3.306580], [3.493586, 4.202592, 1.266193], [1.778304, 0.969979, 3.173115], [2.950390, 1.485994, 5.291485]],
  "atomic_forces_ev_per_a": [[-0.3, 0.2, -0.2], [0.0, 0.2, 0.1], [0.0, 0.0, 0.0], [0.0, 0.0, 0.0], [0.0, 0.0, 0.0], [0.0, -0.1, 0.0], [0.0, -0.2, 0.0], [0.0, 0.1, 0.1], [0.0, -0.1, 0.0], [0.1, -0.2, 0.0], [0.0, 0.0, 0.0], [-0.1, 0.1, 0.0], [0.0, -0.2, 0.1], [0.0, 0.0, 0.0], [0.0, 0.0, 0.0], [0.0, 0.0, 0.0], [0.0, 0.0, 0.0], [0.0, 0.0, 0.0], [0.0, 0.1, 0.0], [0.0, 0.0, 0.0], [0.0, 0.0, 0.0], [0.0, 0.0, 0.0], [0.0, 0.0, 0.0], [0.0, 0.0, 0.0], [0.0, 0.0, 0.0], [0.0, 0.0, 0.0], [0.0, 0.0, 0.0], [0.0, 0.1, 0.1], [-0.1, -0.1, 0.1], [0.2, 0.1, 0.0], [0.2, -0.2, 0.0], [-0.1, 0.0, 0.1], [0.0, 0.0, 0.0], [0.0, 0.0, 0.0], [0.0, 0.0, 0.0], [0.0, 0.0, 0.0], [0.0, 0.0, 0.0], [0.0, 0.0, 0.0], [0.0, 0.0, 0.0], [0.0, 0.0, 0.0], [0.0, 0.0, 0.0], [0.0, 0.0, 0.0], [0.0, -0.1, 0.0], [0.0, 0.0, 0.0], [0.0, 0.0, 0.0], [0.0, 0.0, 0.0], [0.0, 0.0, 0.0], [-0.1, 0.2, -0.1], [0.0, 0.0, 0.0], [0.0, 0.0, 0.0], [0.0, 0.0, 0.0], [0.0, 0.0, 0.0], [0.0, 0.0, 0.0], [0.0, 0.0, 0.0], [0.0, 0.0, 0.0], [0.0, 0.0, 0.0], [0.0, 0.1, 0.0], [0.0, 0.0, 0.0], [0.0, 0.0, 0.0], [0.0, 0.0, 0.0], [0.0, 0.0, 0.0], [0.0, 0.0, 0.0], [0.0, 0.0, 0.0], [0.0, 0.0, 0.0]]
}

***

# 2
{
  "formula": "C26H25AsClN2O11S2Tl",
  "method": "wB97M-V/def2-TZVPD",
  "largest_force_ha_per_bohr": 0.038,
  "spin_multiplicity": 1,
  "homo_lumo_gap_ev": 7.5,
  "e_above_lowest_kcal_mol": 5.9,
  "e_tot_ha": -5607.936223,
  "total_charge": -2,
  "e_homo_ev": -3.477,
  "species": ["Tl", "O", "C", "C", "C", "N", "C", "C", "C", "O", "O", "C", "O", "O", "H", "H", "H", "C", "C", "C", "C", "C", "C", "C", "S", "O", "O", "N", "C", "C", "O", "O", "H", "H", "H", "H", "H", "H", "H", "H", "H", "C", "As", "C", "C", "S", "H", "H", "H", "H", "H", "H", "H", "H", "H", "Cl", "C", "C", "C", "C", "C", "C", "C", "O", "O", "H", "H", "H", "H"],
  "positions_angstrom": [[0.175032, 0.627890, 0.096174], [-5.258968, 2.766290, -2.575426], [-4.160768, 2.135190, -2.065126], [-3.016268, 1.944090, -2.828626], [-1.921368, 1.332990, -2.241826], [-1.951668, 0.927790, -0.989826], [-3.028368, 1.093290, -0.244826], [-4.172868, 1.696690, -0.743926], [-2.881768, 0.750390, 1.242474], [-3.883668, 0.882490, 1.951774], [-1.730568, 0.431890, 1.629274], [-0.594068, 1.160690, -3.001626], [-0.635268, 1.293090, -4.222526], [0.408032, 0.933390, -2.283526], [-5.060568, 3.029290, -3.483826], [-2.938268, 2.275290, -3.855026], [-5.025468, 1.851990, -0.103426], [5.848732, -5.367710, 0.146474], [5.183132, -4.025610, 0.258674], [5.819832, -2.967410, 0.893774], [5.210532, -1.725410, 0.955574], [3.968332, -1.542110, 0.379374], [3.303832, -2.591210, -0.223626], [3.919932, -3.826910, -0.286426], [3.110732, 0.037190, 0.530874], [2.780932, 0.508190, -0.789626], [3.996732, 0.871890, 1.321374], [1.771232, -0.436410, 1.284674], [1.864632, -0.401810, 2.704774], [1.324732, 0.921690, 3.310974], [1.390032, 1.099590, 4.524774], [0.846832, 1.726190, 2.466574], [6.516432, -5.556410, 0.985774], [6.437032, -5.414010, -0.771426], [5.106032, -6.160910, 0.104974], [6.790432, -3.119610, 1.348774], [5.673032, -0.890810, 1.459674], [2.312732, -2.445210, -0.624726], [3.398132, -4.649410, -0.750326], [2.916832, -0.465310, 3.003974], [1.310732, -1.242910, 3.132674], [0.183432, 4.418190, 3.466274], [-1.000468, 3.138590, 2.567674], [-2.662268, 4.247290, 2.447774], [-1.607768, 2.029490, 4.058574], [-0.513868, 3.211390, 0.467174], [-0.319168, 4.857890, 4.330474], [0.477232, 5.199890, 2.765574], [1.067932, 3.869990, 3.784174], [-2.858268, 4.802290, 3.368174], [-3.492668, 3.565590, 2.259774], [-2.579768, 4.929090, 1.600374], [-2.010668, 2.730090, 4.795774], [-0.776068, 1.479690, 4.489974], [-2.384068, 1.346590, 3.724374], [-4.250868, -1.468010, -5.945426], [-3.117368, -1.705110, -4.644326], [-1.808468, -2.026010, -4.948526], [-0.920568, -2.212410, -3.905426], [-1.323568, -2.076110, -2.584726], [-2.645268, -1.753110, -2.306726], [-3.553168, -1.573910, -3.338226], [-0.274168, -2.268010, -1.481926], [0.545632, -3.171910, -1.646226], [-0.382868, -1.520010, -0.473826], [-1.482968, -2.103010, -5.976126], [0.108532, -2.469210, -4.099126], [-2.960568, -1.639210, -1.279426], [-4.582568, -1.308310, -3.143826]],
  "atomic_forces_ev_per_a": [[-0.5, 0.1, 0.0], [-0.1, 0.0, 0.0], [0.4, -0.2, 0.0], [-0.1, 0.0, 0.0], [0.0, 0.1, -0.3], [0.3, 0.0, 0.1], [-0.2, 0.3, 0.1], [-0.1, -0.1, -0.1], [-0.3, 0.0, -0.2], [-0.4, 0.0, 0.1], [0.6, -0.4, -0.1], [-0.6, 0.2, 0.0], [-0.1, 0.1, -0.4], [0.5, -0.2, 0.8], [0.0, -0.1, 0.2], [0.0, 0.0, -0.1], [-0.1, 0.0, 0.1], [0.0, 0.1, -0.1], [0.1, -0.1, 0.1], [-0.1, -0.1, -0.1], [0.0, 0.3, 0.0], [-0.1, 0.5, 0.1], [0.0, 0.0, -0.1], [0.0, 0.1, 0.0], [1.1, -0.8, 0.8], [-0.5, -0.1, -0.2], [-0.3, -0.1, 0.0], [0.2, 0.8, -1.8], [-0.2, 0.4, 0.8], [0.3, -0.5, 0.1], [0.1, -0.2, 0.6], [-0.4, 0.3, -0.4], [0.1, 0.0, 0.0], [0.1, -0.1, 0.0], [0.0, -0.1, 0.0], [0.1, 0.0, 0.0], [0.1, 0.1, 0.0], [-0.2, -0.1, -0.1], [-0.1, -0.1, -0.1], [-0.2, -0.1, 0.2], [0.0, 0.1, 0.1], [0.0, -0.2, -0.1], [-0.1, 1.4, 1.0], [0.2, -0.2, -0.1], [0.0, -0.3, -0.2], [0.2, -0.4, -0.3], [-0.1, -0.1, -0.1], [-0.1, -0.1, 0.0], [-0.1, 0.0, 0.0], [0.1, -0.1, 0.0], [0.0, -0.1, 0.0], [0.1, 0.0, 0.1], [0.1, 0.1, -0.2], [0.1, 0.1, -0.1], [0.0, 0.1, -0.1], [-0.2, 0.1, -0.2], [0.1, -0.1, 0.1], [0.0, 0.1, 0.0], [0.0, -0.1, 0.0], [0.4, 0.0, 0.2], [0.1, -0.1, 0.0], [-0.1, 0.0, -0.1], [-0.5, -0.3, -0.5], [0.2, -0.2, -0.2], [-0.1, 0.2, 0.5], [0.0, 0.0, 0.0], [0.1, 0.0, 0.0], [0.0, 0.0, 0.1], [-0.1, 0.0, 0.1]]
}

***

> Number 2 is which compound?

C26H25AsClN2O11S2Tl